Entry 1:
C12H14N2O | ωB97M-V/def2-TZVPD

The geometry in XYZ format:
```
29
Properties=species:S:1:pos:R:3:forces:R:3:lowdin_charge:R:1
C -2.226 -0.981 -0.260 0.13 -0.74 -1.64 -0.42
H -2.400 2.007 -1.897 -0.22 -0.71 -0.23 0.10
C -0.319 -1.051 2.851 -1.92 1.63 0.10 -0.07
C 1.081 -1.026 2.348 -0.71 -0.36 -0.09 -0.11
O -3.312 -1.358 0.117 -0.91 0.09 0.60 0.08
H -0.823 2.382 -1.699 1.83 1.42 -0.14 0.06
N 1.167 -0.598 0.883 2.50 -0.39 4.66 -0.07
H -0.671 0.603 -3.078 -0.64 -1.43 0.81 0.16
H 1.763 -0.456 3.018 -0.47 -0.11 -0.80 0.13
H -2.426 -0.811 2.148 0.66 -0.36 1.14 0.13
H -0.567 -1.020 3.910 0.56 -0.28 -0.02 0.11
C 1.046 -1.109 -2.039 -0.19 0.79 0.27 -0.22
H 3.231 -0.330 1.479 -1.47 -0.88 -1.60 0.11
H -1.624 1.491 -0.467 -0.23 0.36 1.97 0.06
C -1.336 -0.881 2.001 -0.70 0.04 0.58 -0.03
C 0.342 -0.062 -1.287 1.01 0.58 0.39 -0.19
C 0.111 -0.535 0.141 -0.89 1.03 -2.53 -0.20
H -1.308 -1.927 -2.014 -1.73 1.58 0.11 0.15
C 2.501 -0.184 0.584 3.24 0.37 -0.50 -0.08
H 2.708 0.921 0.566 -0.95 -0.53 -0.80 0.10
H -2.952 -0.873 -2.223 0.75 -0.42 -0.28 0.12
H 1.129 0.781 -1.109 -1.60 -0.95 -0.95 0.18
H 2.913 -0.706 -0.371 -0.49 1.03 1.78 0.12
C -1.468 1.600 -1.490 -2.21 0.11 -0.33 -0.08
C -0.987 0.311 -2.023 0.92 -1.12 -1.30 -0.28
N 1.631 -1.871 -2.657 0.37 -0.66 -0.40 0.18
C -1.955 -0.980 -1.763 2.12 1.18 -0.39 -0.01
C -1.133 -0.703 0.609 0.00 -0.67 -0.05 -0.17
H 1.318 -2.071 2.436 1.24 -0.61 -0.36 0.11
```
Positions in Å, forces in eV/Å.

Values from the calculation:
**SMILES string**: C[C@@H]1CC(=O)C2=C([C@H]1C#N)N(C)CC=C2
**HOMO level**: -7.74 eV
**ΔE to the lowest compared entry with this formula, charge and spin**: 88.0 kcal/mol
**Orbital gap**: 8.203 eV
**LUMO**: 0.459 eV
**Molar mass**: 202.26 g/mol

---

Entry 2:
C12H14N2O | ωB97M-V/def2-TZVPD

The geometry in XYZ format:
```
29
Properties=species:S:1:pos:R:3:forces:R:3:lowdin_charge:R:1
H -2.241 1.885 -0.586 -0.54 1.59 0.33 0.07
O -0.869 -2.331 3.445 1.05 -3.21 0.74 0.12
H -0.896 -1.679 -1.415 -0.70 -1.31 -0.68 0.11
H -1.414 0.278 -2.895 -0.60 -0.21 -0.55 0.10
H -2.186 0.549 0.538 -0.48 -0.32 3.70 0.02
H 0.363 0.397 -2.754 -0.70 -0.32 0.31 0.13
H 0.879 -3.190 0.252 -0.49 -2.61 -0.83 0.09
H 0.207 2.112 0.314 -0.02 -0.15 -0.47 0.14
H 0.471 2.701 -2.594 -0.27 0.15 0.61 0.08
C 0.483 -1.186 0.185 0.35 1.62 0.41 -0.20
H 3.246 -0.876 2.966 0.05 -0.34 -0.55 0.10
H -1.272 2.699 -2.058 -1.80 2.20 1.87 0.01
C -0.617 0.769 -2.383 2.32 2.02 0.09 -0.15
C 0.207 1.072 -0.028 2.38 1.73 2.56 -0.01
C -0.550 2.328 -2.658 1.46 -3.40 -1.93 -0.06
H -0.846 2.436 -3.678 -0.30 0.48 -0.81 0.06
C 0.969 0.148 0.621 -1.29 -0.76 -0.04 -0.16
C -2.094 0.863 -0.413 -4.10 -1.54 -2.92 -0.04
C -0.442 -1.009 -0.757 -1.06 1.77 0.70 0.05
C -0.789 0.497 -0.876 2.39 -3.50 -2.96 -0.56
H 2.263 1.202 2.005 -0.29 -1.25 0.19 0.12
C 1.927 0.174 1.704 1.42 0.80 -0.31 -0.04
N -1.025 -1.258 3.074 -1.31 1.87 0.03 -0.30
C 2.560 -0.980 2.119 -1.07 2.42 0.72 -0.08
C 1.095 -2.320 0.739 1.61 0.69 0.50 -0.05
H -3.009 0.298 -0.919 1.98 1.07 0.42 0.15
H 2.779 -3.111 1.628 -0.24 -0.01 0.86 0.11
N -1.332 -0.225 2.817 0.21 1.31 -0.65 0.27
C 2.131 -2.239 1.605 0.05 -0.78 -1.32 -0.09
```
Positions in Å, forces in eV/Å.

Values from the calculation:
**SMILES string**: CCC1(C)C=c2ccccc2=C1.N#[N+][O-]
**HOMO level**: -7.38 eV
**ΔE to the lowest compared entry with this formula, charge and spin**: 135.0 kcal/mol
**Orbital gap**: 7.201 eV
**LUMO**: -0.183 eV
**Molar mass**: 202.26 g/mol